[1]
Here is C9H18NP in the gas phase at a distorted geometry from OMol25. Energies are from ωB97M-V/def2-TZVPD.

Atoms and positions in Å:
C (2.0234, 0.6748, 0.3713)
C (2.2247, -0.7179, 0.7642)
C (-3.4002, -1.7474, 0.0579)
C (-2.7047, 1.2868, 0.3199)
C (4.5465, 0.0755, -0.6913)
C (0.4674, 1.0430, 0.5845)
C (-1.9953, -1.1112, 0.1922)
C (-0.3290, 0.6456, -0.7077)
C (-1.8540, 0.2782, -0.4911)
N (2.6531, 1.7425, -0.0307)
P (3.8399, -1.3322, 0.1993)
H (1.7744, -1.3603, 1.4860)
H (-3.8314, -1.6660, -0.9985)
H (-3.2403, -2.8162, 0.2911)
H (-4.0512, -1.1723, 0.6356)
H (-2.4475, 1.1083, 1.3104)
H (-2.4876, 2.2438, 0.0549)
H (-3.7563, 1.1381, 0.3969)
H (5.1623, 0.7317, -0.1476)
H (3.7318, 1.5214, -0.1008)
H (4.7617, 0.1860, -1.6988)
H (-0.0007, 0.4361, 1.4083)
H (0.4905, 2.1102, 0.7940)
H (-1.6764, -1.0034, 1.2187)
H (-1.2606, -1.7577, -0.2064)
H (-0.2198, 1.4860, -1.3556)
H (0.1463, -0.2016, -1.2528)
H (-2.1467, 0.3532, -1.4507)
H (3.5801, -2.1747, -0.9530)

Summary:
**Relative energy (zero: lowest compared OMol25 entry of this formula, charge and spin)**: 390.71 kJ/mol
**Gap between HOMO and LUMO (alpha / beta)**: 7.62 / 6.76 eV
**Total charge**: 0
**2S+1**: 1
**LUMO level (alpha / beta)**: -0.70 / -1.29 eV
**SMILES string**: [H]/N=C(\C=[PH]=C)CC[C@H](C)CC
**E_HOMO (alpha / beta)**: -0.306 / -0.296 Ha

***

[2]
Here is a molecular structure, C44H73BCdCl12N7O8 at a distorted geometry from OMol25. Energies are from ωB97M-V/def2-TZVPD.

Atoms and positions in Å:
Cd (-2.8570, 2.6302, 3.5511)
O (3.1974, -1.4181, -1.1089)
C (2.0315, -1.3568, -0.6616)
O (1.2981, -0.2379, -0.5365)
B (-0.0155, -0.6276, -0.0294)
O (0.0499, -2.0451, 0.3206)
C (1.2067, -2.5387, -0.0882)
O (1.5914, -3.6999, 0.0090)
O (-1.1316, -0.2630, -1.0085)
C (-1.9768, 0.5191, -0.4268)
O (-3.0966, 0.8761, -0.7828)
C (-1.3994, 0.8835, 0.9531)
O (-0.2831, 0.2451, 1.1401)
O (-1.9057, 1.6022, 1.8123)
C (-5.1506, 3.3019, -4.4540)
C (-4.3605, 2.2018, -3.8647)
C (-4.3725, 0.7534, -4.5348)
C (-4.0968, 0.7504, -5.9587)
N (-3.8405, 0.8433, -7.0741)
H (-4.6935, 3.6634, -5.3751)
H (-5.0219, 4.1468, -3.7775)
H (-6.1981, 3.1397, -4.7079)
H (-4.5754, 2.1697, -2.7966)
H (-3.3175, 2.5184, -3.8601)
H (-5.3282, 0.2528, -4.3792)
H (-3.6016, 0.1170, -4.1003)
C (-3.6842, 5.9904, -1.0727)
C (-4.7910, 4.9054, -1.0929)
C (-5.4967, 4.7896, 0.2465)
C (-4.6884, 4.0206, 1.1786)
N (-4.0436, 3.4635, 1.9316)
H (-3.0916, 5.7475, -0.1907)
H (-4.0465, 7.0029, -0.8944)
H (-2.9993, 6.0605, -1.9178)
H (-4.2504, 3.9977, -1.3610)
H (-5.5625, 5.0695, -1.8452)
H (-6.4356, 4.2527, 0.1109)
H (-5.7601, 5.7337, 0.7233)
C (-3.2770, -2.3784, -2.4539)
C (-4.8187, -2.3037, -2.5500)
C (-5.3255, -1.1265, -1.8051)
C (-5.0935, -1.1794, -0.3917)
N (-4.8876, -1.3182, 0.7335)
H (-2.8625, -3.3509, -2.7193)
H (-2.8914, -2.1190, -1.4679)
H (-2.8261, -1.6764, -3.1553)
H (-5.2706, -3.1541, -2.0396)
H (-5.2267, -2.2603, -3.5598)
H (-6.4099, -1.1541, -1.9121)
H (-5.0051, -0.1429, -2.1485)
C (0.5840, -3.3187, -4.0307)
C (1.7951, -2.9823, -4.9288)
C (3.1225, -3.3784, -4.3078)
C (3.1634, -4.8351, -3.9025)
N (3.2266, -5.9430, -3.5548)
H (0.5697, -4.3987, -3.8836)
H (-0.4266, -2.9821, -4.2620)
H (0.7865, -2.9051, -3.0428)
H (1.6552, -1.9367, -5.2036)
H (1.6489, -3.5210, -5.8651)
H (3.3108, -2.7232, -3.4573)
H (3.9533, -3.0671, -4.9410)
C (0.3685, -1.1362, 8.6503)
C (-0.1628, 0.0385, 7.8396)
C (-0.1424, -0.2249, 6.2997)
C (-0.9339, 0.7310, 5.4281)
N (-1.5303, 1.4422, 4.7429)
H (-0.0914, -2.1150, 8.5138)
H (0.2198, -0.8385, 9.6882)
H (1.4269, -1.2705, 8.4269)
H (0.4032, 0.9527, 8.0184)
H (-1.1752, 0.3024, 8.1452)
H (-0.4528, -1.2628, 6.1794)
H (0.9034, -0.2392, 5.9928)
C (4.0262, -7.0350, 0.3679)
C (5.2076, -6.2347, -0.3454)
C (4.8802, -4.7359, -0.4793)
C (4.9290, -4.0762, 0.8436)
N (4.9456, -3.5783, 1.9142)
H (3.6067, -6.6723, 1.3062)
H (4.2527, -8.0597, 0.6625)
H (3.2198, -7.1883, -0.3492)
H (5.2902, -6.6305, -1.3577)
H (6.1874, -6.4027, 0.1017)
H (3.9388, -4.6129, -1.0149)
H (5.6667, -4.2370, -1.0455)
C (-0.1264, 7.0737, 5.0661)
C (-0.2151, 7.5269, 3.6132)
C (-0.2766, 6.4840, 2.4920)
C (-0.9192, 5.1923, 2.7747)
N (-1.4079, 4.1758, 3.0246)
H (-0.1517, 7.9350, 5.7337)
H (0.7827, 6.4774, 5.1439)
H (-0.9837, 6.4579, 5.3380)
H (0.6357, 8.1874, 3.4458)
H (-1.1642, 8.0610, 3.5680)
H (0.7086, 6.3698, 2.0397)
H (-0.9005, 6.9424, 1.7248)
Cl (5.1801, 1.8668, -1.4626)
C (5.7638, 0.7160, -2.6274)
C (6.5489, -0.4643, -1.9906)
Cl (7.8627, 0.1150, -0.9090)
H (6.4499, 1.2413, -3.2918)
H (4.9053, 0.3635, -3.1990)
H (7.0515, -1.1326, -2.6897)
H (5.9311, -1.1305, -1.3885)
Cl (-1.5016, -5.9168, 2.4397)
C (-1.3995, -4.5972, 1.2238)
C (-2.7969, -3.9200, 1.0796)
Cl (-3.9476, -4.8149, 0.1252)
H (-1.1501, -4.9365, 0.2185)
H (-0.5738, -3.9884, 1.5923)
H (-2.7430, -2.9005, 0.6976)
H (-3.1505, -3.7219, 2.0914)
Cl (2.8533, 1.7458, 3.2784)
C (3.5382, 1.2010, 1.7412)
C (4.5914, 0.0874, 1.9433)
Cl (6.1186, 0.7488, 2.7331)
H (4.0182, 2.1142, 1.3893)
H (2.7093, 0.9351, 1.0853)
H (4.9318, -0.4728, 1.0725)
H (4.2372, -0.7226, 2.5810)
Cl (-0.6117, 1.1352, -5.7660)
C (-0.0979, 0.2630, -4.3312)
C (1.4426, 0.3935, -4.1108)
Cl (2.0495, 2.1491, -3.9212)
H (-0.5042, -0.7453, -4.4109)
H (-0.6431, 0.7369, -3.5150)
H (2.0934, 0.0429, -4.9118)
H (1.7251, -0.2066, -3.2459)
Cl (2.3981, 4.3341, 0.5459)
C (1.8226, 3.6187, -0.9324)
C (0.6479, 4.4586, -1.5446)
Cl (-0.8693, 3.9411, -0.9288)
H (1.5961, 2.5611, -0.7971)
H (2.7288, 3.6018, -1.5378)
H (0.5977, 4.1869, -2.5990)
H (0.8185, 5.5332, -1.4797)
Cl (0.5154, -2.0758, 3.7950)
C (1.6585, -3.4585, 3.6437)
C (1.2829, -4.3917, 4.8272)
Cl (2.3526, -5.7990, 4.8935)
H (2.7160, -3.2124, 3.7400)
H (1.4858, -4.0254, 2.7289)
H (0.2553, -4.6892, 4.6183)
H (1.3480, -3.8753, 5.7849)

Summary:
**Gap between HOMO and LUMO (alpha / beta)**: 4.94 / 9.80 eV
**Total charge**: 0
**2S+1**: 2
**<S²>**: 0.752
**LUMO level (alpha / beta)**: -0.33 / -0.33 eV
**E_HOMO (alpha / beta)**: -0.193 / -0.372 Ha

***

[3]
Here is a molecular structure, C34H28CuGeN4S from OMol25. Energies are from ωB97M-V/def2-TZVPD.

Atoms and positions in Å:
Cu (-1.0410, -0.1910, -1.3984)
C (2.5549, -2.3128, -2.4490)
C (1.6359, -1.2992, -2.1430)
N (0.3382, -1.5165, -2.0542)
C (-0.1321, -2.7675, -2.2766)
C (0.7061, -3.8379, -2.5877)
C (2.0869, -3.5813, -2.6678)
C (0.1460, -5.1468, -2.7970)
C (-1.1803, -5.3543, -2.6849)
C (-2.0682, -4.2729, -2.3529)
C (-3.4573, -4.4412, -2.2100)
C (-4.2349, -3.3622, -1.8835)
C (-3.6213, -2.1143, -1.6965)
N (-2.3268, -1.9333, -1.8217)
C (-1.5579, -2.9905, -2.1486)
H (3.6069, -2.0770, -2.5016)
H (1.9643, -0.2841, -1.9579)
H (2.7657, -4.3919, -2.8994)
H (0.8169, -5.9593, -3.0426)
H (-1.5988, -6.3400, -2.8392)
H (-3.8947, -5.4206, -2.3546)
H (-5.3041, -3.4556, -1.7638)
H (-4.2025, -1.2383, -1.4342)
C (-2.5241, 0.6003, 1.7421)
Ge (-0.7661, 0.2284, 0.9572)
C (-0.1341, -1.3634, 1.9666)
C (-0.0035, -1.2635, 3.3533)
C (0.4037, -2.3421, 4.1228)
C (0.6935, -3.5585, 3.5191)
C (0.5750, -3.6805, 2.1441)
C (0.1664, -2.5910, 1.3847)
C (0.4083, 1.6793, 1.5611)
C (-0.1270, 2.7786, 2.1774)
C (0.6711, 3.8823, 2.5625)
C (2.0102, 3.8789, 2.3160)
C (2.6170, 2.7631, 1.6840)
C (4.0101, 2.7405, 1.4186)
C (4.5910, 1.6666, 0.8117)
C (3.7978, 0.5562, 0.4462)
C (2.4557, 0.5576, 0.6900)
C (1.8165, 1.6617, 1.3108)
H (-2.4518, 0.6934, 2.8266)
H (-3.1816, -0.2378, 1.5103)
H (-2.9628, 1.5000, 1.3156)
H (-0.2103, -0.3198, 3.8469)
H (0.4998, -2.2362, 5.1958)
H (1.0120, -4.4029, 4.1167)
H (0.8019, -4.6234, 1.6610)
H (0.0863, -2.7112, 0.3100)
H (-1.1926, 2.8293, 2.3660)
H (0.2102, 4.7345, 3.0449)
H (2.6301, 4.7204, 2.6004)
H (4.6089, 3.5942, 1.7122)
H (5.6553, 1.6573, 0.6187)
H (4.2630, -0.3055, -0.0174)
H (1.8596, -0.3075, 0.4305)
C (-2.1727, 6.4254, -0.8849)
C (-1.4191, 5.1391, -1.0441)
C (-0.0405, 5.0718, -0.8748)
C (0.5398, 3.8262, -1.0241)
N (-0.1589, 2.7411, -1.3241)
C (-1.4818, 2.9043, -1.4503)
S (-2.4489, 1.4772, -1.7860)
N (-2.1411, 4.0589, -1.3236)
H (-1.5200, 7.2906, -0.9865)
H (-2.6289, 6.4573, 0.1059)
H (-2.9753, 6.4840, -1.6165)
H (0.5472, 5.9468, -0.6401)
H (1.6087, 3.6870, -0.8921)

Summary:
**Relative energy (zero: lowest compared OMol25 entry of this formula, charge and spin)**: 0.00 kJ/mol
**Gap between HOMO and LUMO (alpha / beta)**: 5.80 / 6.43 eV
**Total charge**: 0
**2S+1**: 2
**<S²>**: 0.756
**LUMO level (alpha / beta)**: -0.65 / -0.94 eV
**E_HOMO (alpha / beta)**: -0.237 / -0.271 Ha

***

[4]
Here is 2 unconnected molecules or ions with the total composition C9H13NO5 at a distorted geometry from OMol25. Energies are from ωB97M-V/def2-TZVPD.

Atoms and positions in Å:
C (-3.0190, -1.2182, 0.6464)
C (-2.2063, -1.3492, -0.5919)
C (-1.0488, -0.3741, -0.3480)
C (-0.2534, 0.1774, -1.5196)
C (0.1623, 1.4781, -0.8519)
C (1.4988, 1.3836, 0.4620)
C (1.1578, -0.0978, 0.9225)
C (-0.0212, -0.7867, 0.7140)
C (1.4740, 2.5103, 1.6306)
O (2.4649, 1.8982, -0.1681)
O (3.2629, -2.2391, -2.5500)
N (3.2613, -2.3511, -1.2904)
O (3.8165, -3.2050, -0.5872)
O (-0.9054, 2.0115, -0.1746)
O (-1.7901, 0.7851, 0.0790)
H (-3.8844, -1.8594, 0.6560)
H (-2.4269, -1.4870, 1.5127)
H (-3.2629, -0.1708, 0.7163)
H (-1.8529, -2.3579, -0.8140)
H (-2.7558, -1.0157, -1.4824)
H (0.6032, -0.4735, -1.7864)
H (-0.9242, 0.3785, -2.3920)
H (0.6480, 2.2112, -1.5223)
H (1.8325, -0.6303, 1.5986)
H (-0.4052, -1.6384, 1.2868)
H (0.5490, 2.6400, 2.1777)
H (2.2552, 2.2292, 2.3562)
H (1.7700, 3.5511, 1.3197)

Summary:
**Relative energy (zero: lowest compared OMol25 entry of this formula, charge and spin)**: 1010.40 kJ/mol
**Gap between HOMO and LUMO (alpha / beta)**: 7.53 / 6.18 eV
**Total charge**: 0
**2S+1**: 1
**LUMO level (alpha / beta)**: -1.27 / -2.67 eV
**E_HOMO (alpha / beta)**: -0.323 / -0.325 Ha

***

[5]
Here is C2H5N3 in the gas phase at a distorted geometry from OMol25. Energies are from ωB97M-V/def2-TZVPD.

Atoms and positions in Å:
C (-1.1597, -1.3551, -0.6717)
C (0.9460, 1.0774, 0.6322)
H (-1.9837, -1.4376, -1.4071)
H (-0.9776, -2.2170, 0.0996)
H (-0.1000, -0.5664, 1.3044)
H (1.2833, 0.9958, 1.6757)
H (0.8965, 1.8632, -1.1426)
N (-0.5433, -0.2093, -0.6811)
N (0.3312, -0.1727, 0.3462)
N (1.3072, 2.0217, -0.1556)

Summary:
**Relative energy (zero: lowest compared OMol25 entry of this formula, charge and spin)**: 190.21 kJ/mol
**Gap between HOMO and LUMO**: 9.82 eV
**Total charge**: 0
**2S+1**: 1
**LUMO level**: 0.59 eV
**SMILES string**: [H]/N=C\NN=C
**E_HOMO**: -0.339 Ha

***

[6]
Here is a molecular structure, C15H38GaOS from OMol25. Energies are from ωB97M-V/def2-TZVPD.

Atoms and positions in Å:
C (4.0508, 0.1600, -1.8225)
C (2.9117, 1.0596, -1.3323)
C (1.7487, 1.1329, -2.3287)
O (0.6913, 1.8940, -1.8669)
Ga (-0.5289, 1.2253, -0.6222)
S (-2.4206, 0.4978, -1.7877)
H (3.7959, -0.2991, -2.7827)
H (4.2547, -0.6605, -1.1316)
H (4.9872, 0.7027, -1.9654)
H (2.5003, 0.7074, -0.3840)
H (3.2562, 2.0828, -1.1580)
H (1.4508, 0.0960, -2.5777)
H (2.1297, 1.5668, -3.2691)
H (0.1072, -0.0406, 0.1289)
H (-1.0285, 2.4327, 0.2827)
H (-1.9238, -0.6933, -2.1565)
C (2.1384, 5.7810, 4.9117)
C (1.8054, 5.3197, 3.4975)
C (0.5665, 4.4292, 3.4203)
C (0.6571, 3.1341, 4.2306)
C (1.8615, 2.2538, 3.8916)
C (1.9074, 1.8532, 2.4235)
H (2.3655, 4.9357, 5.5640)
H (3.0030, 6.4473, 4.9234)
H (1.2955, 6.3187, 5.3542)
H (2.6644, 4.7898, 3.0755)
H (1.6494, 6.1925, 2.8576)
H (0.3651, 4.1844, 2.3750)
H (-0.3025, 4.9981, 3.7686)
H (-0.2561, 2.5601, 4.0470)
H (0.6662, 3.3625, 5.3013)
H (1.8190, 1.3574, 4.5175)
H (2.7888, 2.7681, 4.1680)
H (0.9870, 1.3505, 2.1225)
H (2.7383, 1.1782, 2.2120)
H (2.0188, 2.7193, 1.7686)
C (-2.5568, -2.9245, -4.3732)
C (-3.6661, -3.5820, -3.5598)
C (-3.4605, -3.4688, -2.0489)
C (-2.1774, -4.1160, -1.5256)
C (-2.0171, -5.5973, -1.8651)
C (-3.1330, -6.4739, -1.3082)
H (-1.5910, -3.4021, -4.1965)
H (-2.7607, -2.9834, -5.4440)
H (-2.4555, -1.8702, -4.1083)
H (-3.7618, -4.6346, -3.8489)
H (-4.6210, -3.1127, -3.8123)
H (-4.3274, -3.8983, -1.5373)
H (-3.4434, -2.4105, -1.7740)
H (-2.1467, -3.9916, -0.4386)
H (-1.3125, -3.5676, -1.9074)
H (-1.0557, -5.9445, -1.4760)
H (-1.9644, -5.7240, -2.9511)
H (-3.2033, -6.3685, -0.2226)
H (-2.9644, -7.5290, -1.5322)
H (-4.1028, -6.1985, -1.7263)

Summary:
**Gap between HOMO and LUMO**: 7.76 eV
**Total charge**: -1
**2S+1**: 1
**LUMO level**: 2.99 eV
**E_HOMO**: -0.175 Ha

***

[7]
Here is 2 unconnected molecules or ions with the total composition C3H9N2O3 at a distorted geometry from OMol25. Energies are from ωB97M-V/def2-TZVPD.

Atoms and positions in Å:
C (-0.4383, -1.9628, -0.5443)
C (0.8896, 1.0471, 0.1080)
C (-0.8651, -0.1536, 0.8689)
N (1.6213, -0.0891, -0.0412)
N (0.4514, 1.5488, -1.1173)
O (1.9997, -0.7580, 0.9429)
O (-1.7029, 0.8882, 1.0742)
O (-1.1332, -0.7604, -0.1957)
H (-1.3384, -2.6334, -0.6776)
H (0.0698, -2.3018, 0.3742)
H (0.1874, -1.6399, -1.2726)
H (0.8699, 1.6801, 0.9772)
H (-0.2226, -0.5076, 1.7300)
H (-0.2581, 0.8546, -1.4706)
H (1.2084, 1.3110, -1.7986)
H (0.4113, 2.5218, -0.9766)
H (-1.7501, 0.9550, 2.0191)

Summary:
**Relative energy (zero: lowest compared OMol25 entry of this formula, charge and spin)**: 676.64 kJ/mol
**Gap between HOMO and LUMO (alpha / beta)**: 8.20 / 8.21 eV
**Total charge**: +1
**2S+1**: 1
**LUMO level (alpha / beta)**: -4.35 / -4.35 eV
**E_HOMO (alpha / beta)**: -0.461 / -0.461 Ha